Computed, not measured: a molecular structure, C20H17F6N6OS2Tc in a non-equilibrium geometry, with ωB97M-V/def2-TZVPD.

* spin multiplicity: 4
* E: -72154.973 eV
* LUMO level (alpha / beta): -0.12420 / -0.16605 Ha
* Kohn-Sham gap (alpha / beta): 6.46 / 5.51 eV
* relative energy (zero: lowest compared OMol25 entry of this formula, charge and spin): 16.925 eV
* total charge: +1

Element x y z (Å)
Tc (-0.38, 0.16, 0.36)
C (-0.11, 2.22, 3.77)
C (-0.18, 1.25, 2.62)
N (-0.25, 1.60, 1.39)
N (-0.33, 2.75, 0.74)
C (-0.49, 2.65, -0.65)
N (-0.59, 3.87, -1.26)
S (-0.56, 1.25, -1.60)
C (-0.15, -0.26, 2.87)
C (-0.03, -0.77, 4.16)
C (-0.02, -2.15, 4.32)
C (-0.13, -2.98, 3.21)
C (-0.24, -2.40, 1.96)
N (-0.26, -1.07, 1.76)
H (-0.15, 3.25, 3.41)
H (0.83, 2.08, 4.31)
H (-0.95, 2.05, 4.44)
H (-0.47, 3.62, 1.24)
H (-0.17, 4.68, -0.82)
H (-0.59, 3.86, -2.27)
H (0.05, -0.12, 5.02)
H (0.07, -2.58, 5.32)
H (-0.12, -4.06, 3.32)
H (-0.33, -3.01, 1.06)
F (-1.51, -4.55, -3.06)
C (-1.26, -4.31, -1.72)
F (-1.88, -5.38, -1.10)
F (0.06, -4.56, -1.57)
C (-1.88, -3.01, -1.28)
C (-3.27, -2.89, -1.50)
C (-3.96, -1.73, -1.14)
C (-3.24, -0.72, -0.56)
N (-1.91, -0.78, -0.34)
C (-1.24, -1.92, -0.70)
S (0.46, -1.92, -0.37)
H (-3.82, -3.71, -1.95)
H (-5.03, -1.64, -1.30)
H (-3.70, 0.21, -0.26)
O (0.97, 0.00, 1.36)
F (3.56, 2.16, -4.92)
C (4.01, 2.12, -3.64)
F (5.10, 1.30, -3.65)
F (4.49, 3.36, -3.37)
C (2.96, 1.66, -2.67)
C (2.54, 2.47, -1.61)
C (1.56, 1.98, -0.75)
N (0.99, 0.77, -0.88)
C (1.40, 0.00, -1.91)
C (2.37, 0.39, -2.82)
H (2.96, 3.45, -1.45)
H (1.20, 2.58, 0.08)
H (0.92, -0.97, -1.99)
H (2.67, -0.27, -3.62)